The following is a DFT calculation (the ωB97M-V functional and the def2-TZVPD basis) of a molecular structure, C34H35N9OPdS in a non-equilibrium geometry.

Values from the calculation:
total charge	+2
LUMO level (alpha / beta)	-8.56 / -8.56	eV
HOMO (alpha / beta)	-12.8893 / -12.8874	eV

Each line ends with the Löwdin charge.
Geometry (Å):
Pd: 1.2031 0.4204 -0.1044  0.94
O: 1.2777 2.0941 -1.5084  -0.08
C: 1.7390 2.1431 -2.6802  -0.37
C: 1.0376 2.8691 -3.7000  0.05
C: 1.5767 3.0005 -4.9446  -0.03
C: 2.8094 2.3835 -5.2371  -0.01
C: 3.5023 1.6546 -4.2789  -0.01
C: 2.9980 1.5089 -2.9960  -0.06
C: 3.7238 0.7575 -1.9833  -0.24
N: 3.2616 0.1727 -0.8706  0.04
C: 4.3320 -0.4785 -0.3046  -0.13
C: 5.4515 -0.2611 -1.0457  -0.02
N: 5.0516 0.5107 -2.0950  0.14
H: 0.0902 3.3147 -3.4193  0.12
H: 1.0637 3.5637 -5.7122  0.12
H: 3.2184 2.4610 -6.2361  0.12
H: 4.4265 1.1698 -4.5680  0.12
H: 4.2459 -1.0461 0.6027  0.09
H: 6.4705 -0.5832 -0.9159  0.14
H: 5.6555 0.8782 -2.8123  0.17
C: 2.3600 -5.4236 -1.5826  0.02
C: 1.6392 -4.2610 -2.1513  -0.30
N: 1.0760 -4.2035 -3.3122  0.16
N: 0.5571 -2.9386 -3.3702  0.05
C: 0.7846 -2.2119 -2.2844  -0.62
S: 0.2109 -0.6025 -2.0737  0.87
N: 1.4827 -3.0519 -1.4836  -0.07
N: 1.9298 -2.7271 -0.2120  0.14
H: 2.2401 -6.2681 -2.2557  0.10
H: 1.9624 -5.6926 -0.6034  0.09
H: 3.4247 -5.2099 -1.4761  0.10
H: 0.0572 -2.6430 -4.1939  0.17
H: 1.4823 -3.3200 0.4765  0.12
H: 2.9352 -2.8336 -0.1683  0.10
C: -4.8731 1.9926 2.4087  -0.03
C: -4.8535 0.4890 2.4760  -0.20
C: -5.8700 -0.2175 3.1074  -0.02
C: -5.8536 -1.6026 3.1887  -0.06
C: -4.8213 -2.3123 2.5999  -0.07
C: -3.8028 -1.6339 1.9445  -0.05
C: -3.8120 -0.2446 1.9061  -0.19
N: -2.7923 0.4939 1.2244  0.16
C: -1.4659 0.2524 1.2045  -0.32
N: -1.0176 -0.6622 2.0832  0.17
C: 0.3153 -0.7983 2.4549  -0.21
C: 1.3326 -0.1649 1.7641  -0.18
C: 2.6308 -0.1954 2.2859  -0.14
C: 2.9122 -0.9167 3.4279  -0.06
C: 1.8930 -1.6317 4.0539  -0.02
C: 0.5907 -1.5719 3.5986  -0.20
C: -0.5253 -2.2880 4.3135  -0.03
N: -0.6381 0.9553 0.4447  -0.01
C: -1.2566 1.9263 -0.4325  -0.29
C: -2.1100 1.5292 -1.4588  -0.09
C: -2.7084 2.4763 -2.2776  -0.06
C: -2.4538 3.8229 -2.0610  -0.06
C: -1.6043 4.2113 -1.0337  -0.03
C: -0.9904 3.2787 -0.2039  -0.22
C: -0.1186 3.7306 0.9348  -0.02
H: -5.7118 2.3902 2.9756  0.09
H: -4.9804 2.3545 1.3810  0.09
H: -3.9567 2.4227 2.8193  0.09
H: -6.6903 0.3351 3.5487  0.12
H: -6.6528 -2.1235 3.6985  0.12
H: -4.8144 -3.3937 2.6275  0.11
H: -3.0339 -2.1919 1.4236  0.12
H: -3.0887 1.3189 0.7276  0.13
H: -1.7123 -1.0323 2.7155  0.11
H: 3.4042 0.4046 1.8347  0.08
H: 3.9132 -0.9190 3.8407  0.12
H: 2.1106 -2.2193 4.9375  0.12
H: -0.1289 -2.8994 5.1208  0.09
H: -1.0841 -2.9494 3.6456  0.09
H: -1.2357 -1.5858 4.7611  0.10
H: -2.3056 0.4758 -1.6123  0.09
H: -3.3785 2.1620 -3.0675  0.11
H: -2.9236 4.5722 -2.6855  0.12
H: -1.4188 5.2649 -0.8597  0.12
H: 0.1612 4.7752 0.8128  0.09
H: 0.7898 3.1371 1.0145  0.06
H: -0.6467 3.6359 1.8867  0.09


The following is a DFT calculation (the ωB97M-V functional and the def2-TZVPD basis) of a molecular structure, C34H36AsNP2S3SbZr.

Values from the calculation:
total charge	+2
expectation value of S²	0.77
LUMO level (alpha / beta)	-6.33 / -8.79	eV
HOMO (alpha / beta)	-13.3841 / -13.3723	eV
ΔE to the lowest compared entry with this formula, charge and spin	0.598	eV
multiplicity	2

Each line ends with the Löwdin charge.
Geometry (Å):
Zr: -1.4966 -1.4068 0.1886  0.42
S: -3.9813 -1.9372 0.5276  -0.07
Sb: -2.9159 -4.0613 0.4138  0.58
S: -1.6769 -3.1753 -1.5361  0.02
S: -1.1904 -3.2838 1.8697  -0.03
C: -1.8371 3.3184 0.8595  -0.09
N: -1.4778 2.0530 0.1924  -0.46
P: -2.6406 0.9560 -0.4456  0.88
C: -4.1458 1.8612 -0.7279  -0.38
C: -4.1626 2.9029 -1.6597  -0.08
C: -5.3291 3.6197 -1.8507  -0.05
C: -6.4715 3.2950 -1.1265  -0.04
C: -6.4574 2.2562 -0.2076  -0.05
C: -5.2910 1.5351 -0.0016  -0.08
C: -2.0668 0.2966 -2.0356  -0.43
C: -3.0771 -0.2688 -2.8347  -0.11
C: -2.7552 -0.9417 -3.9963  -0.06
C: -1.4241 -1.1040 -4.3698  -0.06
C: -0.4151 -0.5711 -3.5852  -0.08
C: -0.7334 0.1339 -2.4281  -0.16
P: -0.2533 1.0288 0.7458  0.90
C: 1.2490 2.0279 0.7697  -0.35
C: 1.6647 2.6604 1.9433  -0.09
C: 2.7626 3.5073 1.9274  -0.04
C: 3.4484 3.7338 0.7431  -0.04
C: 3.0282 3.1247 -0.4325  -0.05
C: 1.9321 2.2808 -0.4211  -0.11
C: -0.5465 0.4080 2.4253  -0.40
C: -1.8504 0.1642 2.8731  -0.16
C: -2.0858 -0.4949 4.0735  -0.06
C: -1.0165 -0.9391 4.8322  -0.04
C: 0.2846 -0.7343 4.3832  -0.05
C: 0.5244 -0.0747 3.1914  -0.12
H: -2.0747 4.0813 0.1216  0.09
H: -0.9794 3.6538 1.4407  0.08
H: -2.6873 3.1914 1.5302  0.09
H: -3.2742 3.1453 -2.2314  0.12
H: -5.3544 4.4287 -2.5678  0.12
H: -7.3814 3.8580 -1.2856  0.12
H: -7.3512 2.0068 0.3473  0.12
H: -5.2702 0.7205 0.7128  0.08
H: -4.1161 -0.1714 -2.5437  0.12
H: -3.5426 -1.3507 -4.6146  0.13
H: -1.1820 -1.6376 -5.2790  0.12
H: 0.6205 -0.6772 -3.8812  0.11
H: 0.0634 0.6051 -1.8698  0.05
H: 1.1302 2.5086 2.8721  0.11
H: 3.0755 3.9953 2.8402  0.12
H: 4.3053 4.3937 0.7314  0.12
H: 3.5532 3.3110 -1.3593  0.12
H: 1.6129 1.8302 -1.3529  0.09
H: -2.7066 0.5137 2.3067  0.07
H: -3.1036 -0.6673 4.3952  0.13
H: -1.1863 -1.4498 5.7701  0.12
H: 1.1183 -1.0849 4.9775  0.12
H: 1.5457 0.0810 2.8642  0.10
C: 2.1545 -3.0054 1.6262  -0.27
As: 1.2668 -2.4604 -0.0104  1.08
C: 1.4839 -4.0653 -1.0733  -0.29
C: 2.4925 -1.1822 -0.8876  -0.30
C: 3.9206 -1.6171 -0.7988  -0.32
C: 4.4800 -2.4460 -1.7698  -0.05
C: 5.8006 -2.8537 -1.6668  -0.05
C: 6.5757 -2.4377 -0.5925  -0.06
C: 6.0285 -1.6044 0.3744  -0.06
C: 4.7084 -1.1971 0.2722  -0.06
H: 3.1883 -3.2433 1.3764  0.04
H: 1.6430 -3.8890 1.9999  0.02
H: 2.1292 -2.2224 2.3797  0.01
H: 2.5362 -4.3491 -1.0525  0.04
H: 1.1609 -3.8856 -2.0959  0.02
H: 0.8790 -4.8560 -0.6343  0.03
H: 2.3454 -0.2113 -0.4156  0.03
H: 2.1503 -1.1196 -1.9225  0.07
H: 3.8858 -2.7625 -2.6197  0.12
H: 6.2283 -3.4904 -2.4293  0.12
H: 7.6070 -2.7530 -0.5144  0.12
H: 6.6349 -1.2681 1.2046  0.11
H: 4.2893 -0.5370 1.0247  0.11


The following is a DFT calculation (the ωB97M-V functional and the def2-TZVPD basis) of a molecular structure, C34H36BrN13O2S3Tl.

Values from the calculation:
total charge	+3
LUMO level (alpha / beta)	-9.78 / -11.43	eV
HOMO (alpha / beta)	-13.4485 / -13.4511	eV
ΔE to the lowest compared entry with this formula, charge and spin	1.942	eV

Each line ends with the Löwdin charge.
Geometry (Å):
Tl: -0.0486 -0.8611 0.1366  0.98
C: 3.8972 -1.5944 0.9114  -0.06
O: 2.9842 -0.5150 0.7827  -0.14
C: 3.5172 0.7338 0.6329  -0.21
C: 4.8628 1.0205 0.4928  -0.05
C: 5.2780 2.3442 0.3675  -0.66
Br: 7.1244 2.7089 0.1770  0.81
C: 4.3734 3.3858 0.3541  -0.05
C: 3.0128 3.1016 0.4679  -0.08
C: 2.5942 1.7883 0.6428  -0.20
O: 1.2880 1.4693 0.8736  -0.11
C: 2.0398 4.1975 0.4267  -0.28
N: 2.2201 5.3644 0.9729  0.20
C: 1.1019 6.1071 0.6745  -0.21
C: 0.7717 7.4209 1.0144  0.01
C: -0.4181 7.9280 0.5346  -0.07
C: -1.2685 7.1676 -0.2805  -0.08
C: -0.9669 5.8607 -0.6219  -0.04
C: 0.2158 5.3423 -0.1143  -0.20
N: 0.8294 4.1121 -0.2356  0.14
H: 4.6170 -1.4113 1.7107  0.11
H: 4.4276 -1.7802 -0.0257  0.11
H: 3.2973 -2.4656 1.1654  0.07
H: 5.6062 0.2366 0.5074  0.11
H: 4.6973 4.4116 0.2565  0.12
H: 0.7497 2.2609 1.0163  0.03
H: 1.4407 8.0091 1.6269  0.12
H: -0.7017 8.9424 0.7797  0.11
H: -2.1752 7.6196 -0.6594  0.11
H: -1.6104 5.2861 -1.2777  0.11
H: 0.5045 3.3644 -0.8248  0.12
N: -1.5398 -1.6508 4.4703  0.14
C: -0.4673 -0.9473 4.9559  -0.03
C: 0.2860 -0.6183 3.8659  -0.09
N: -0.3127 -1.1073 2.7402  0.03
C: -1.4110 -1.7265 3.1223  -0.29
C: -2.3162 -2.3549 2.1847  -0.28
N: -2.1983 -2.2296 0.8753  0.03
C: -3.2195 -2.9529 0.3242  -0.11
C: -3.9702 -3.5202 1.3132  -0.05
N: -3.3870 -3.1315 2.4900  0.13
H: -2.2889 -2.0163 5.0347  0.17
H: -0.3312 -0.7409 6.0028  0.13
H: 1.2036 -0.0575 3.8138  0.12
H: -3.3628 -3.0212 -0.7408  0.11
H: -4.8340 -4.1604 1.2797  0.13
H: -3.7005 -3.4231 3.4011  0.17
C: -2.4717 -2.5920 -4.7762  -0.08
C: -0.9504 -2.6011 -4.9732  -0.23
C: -0.2901 -1.4985 -4.2131  -0.59
N: -0.1640 -1.4397 -2.9333  -0.04
N: 0.4807 -0.3208 -2.4902  -0.10
C: 0.8551 0.4808 -3.4468  -0.68
N: 1.4879 1.6636 -3.2497  0.12
S: 0.4080 -0.1046 -5.0232  1.16
H: -2.9179 -3.4220 -5.3209  0.08
H: -2.9050 -1.6674 -5.1568  0.08
H: -2.7139 -2.6896 -3.7182  0.06
H: -0.7148 -2.4941 -6.0315  0.11
H: -0.5469 -3.5543 -4.6275  0.11
H: 1.9625 1.7762 -2.3653  0.10
H: 1.9496 2.0845 -4.0394  0.11
C: -3.6043 3.9330 1.6581  0.00
N: -4.0434 2.9952 0.6356  -0.11
C: -5.2804 2.9566 0.0250  -0.02
C: -5.2841 1.9083 -0.8248  -0.04
N: -4.0393 1.3203 -0.7289  0.09
C: -3.2859 1.9885 0.1642  -0.73
S: -1.6660 1.7198 0.6020  0.69
H: -4.3947 4.6533 1.8447  0.11
H: -2.7062 4.4544 1.3281  0.08
H: -3.3788 3.3948 2.5780  0.10
H: -6.0453 3.6814 0.2406  0.14
H: -6.0537 1.5465 -1.4820  0.13
H: -3.7289 0.5065 -1.2297  0.16
N: 3.1292 -7.8438 -0.7761  0.19
C: 2.4013 -7.3903 0.2160  -0.64
S: 2.0950 -8.3546 1.5532  1.09
C: 1.8456 -6.0160 0.1602  -0.20
C: 1.8089 -5.2851 -1.0259  0.04
C: 1.2978 -3.9967 -1.0051  -0.08
N: 0.8410 -3.4283 0.1072  0.03
C: 0.8559 -4.1210 1.2433  -0.09
C: 1.3371 -5.4167 1.3146  0.00
H: 3.4947 -8.7883 -0.7523  0.15
H: 3.3152 -7.3011 -1.6067  0.14
H: 2.1489 -5.6931 -1.9678  0.12
H: 1.2447 -3.3934 -1.9044  0.11
H: 0.4764 -3.6060 2.1180  0.11
H: 1.3382 -5.9429 2.2611  0.10


Calculated total energy list, top to bottom, in a.u.: -2410.213475; -5771.934123; -6119.753837